*w*
{"formula": "C14H50N6O11", "method": "ωB97M-V/def2-TZVPD", "elements": ["N", "C", "N", "O", "H", "H", "H", "H", "N", "C", "N", "O", "H", "H", "H", "H", "N", "C", "N", "O", "H", "H", "H", "H", "C", "C", "O", "H", "H", "H", "H", "H", "H", "C", "C", "O", "H", "H", "H", "H", "H", "H", "C", "C", "O", "H", "H", "H", "H", "H", "H", "C", "O", "H", "H", "H", "H", "C", "O", "H", "H", "H", "H", "C", "O", "H", "H", "H", "H", "C", "O", "H", "H", "H", "H", "C", "O", "H", "H", "H", "H"], "coordinates": [[1.07, -2.29, 1.47], [-0.17, -2.69, 1.59], [-0.55, -3.66, 0.79], [-0.98, -2.14, 2.58], [1.20, -1.30, 1.92], [1.67, -2.43, 0.65], [-1.53, -4.04, 0.97], [0.10, -4.21, 0.25], [-3.06, -0.65, 1.63], [-4.22, -0.83, 1.15], [-4.27, -1.96, 0.47], [-5.27, 0.08, 1.45], [-3.13, 0.20, 2.30], [-2.28, -1.19, 1.53], [-5.19, -2.05, -0.01], [-3.51, -2.39, -0.03], [0.13, 0.42, 3.98], [1.33, 0.29, 3.61], [1.55, 0.12, 2.36], [2.29, 0.65, 4.57], [0.08, 0.97, 4.78], [-0.77, 0.30, 3.44], [2.54, 0.28, 1.99], [0.80, 0.34, 1.65], [-0.25, -3.06, -3.26], [-1.44, -3.73, -2.59], [-1.88, -2.94, -1.50], [-0.23, -3.48, -4.28], [0.71, -3.15, -2.86], [-0.46, -1.98, -3.48], [-1.27, -4.73, -2.28], [-2.22, -3.88, -3.34], [-1.37, -3.12, -0.73], [1.56, 0.49, -1.73], [0.23, -0.13, -1.33], [-0.10, 0.31, -0.06], [2.44, -0.16, -1.40], [1.80, 1.47, -1.22], [1.79, 0.65, -2.81], [0.27, -1.23, -1.41], [-0.39, 0.29, -2.04], [-0.98, 0.60, -0.17], [-3.28, 0.91, -2.94], [-3.43, 0.27, -1.51], [-2.84, 1.02, -0.52], [-3.27, 0.18, -3.81], [-2.28, 1.36, -3.09], [-4.16, 1.51, -3.17], [-3.10, -0.78, -1.65], [-4.43, 0.16, -1.14], [-2.72, 0.56, 0.32], [-0.59, 3.59, -2.39], [0.05, 4.79, -1.84], [-1.57, 3.38, -1.86], [0.00, 2.71, -2.25], [-0.93, 3.70, -3.49], [0.51, 4.55, -1.07], [-1.23, 3.20, 1.37], [-2.54, 3.59, 1.51], [-1.31, 2.16, 1.52], [-0.62, 3.53, 2.20], [-0.78, 3.45, 0.44], [-3.12, 3.26, 0.88], [4.20, -2.65, -0.06], [2.91, -2.66, -0.46], [4.18, -2.46, 1.13], [4.84, -1.94, -0.63], [4.65, -3.63, -0.22], [2.65, -3.39, -1.01], [4.69, 0.55, 1.10], [4.56, 0.38, 2.45], [5.74, 0.40, 0.97], [4.57, 1.60, 0.85], [4.12, -0.02, 0.40], [5.43, 0.57, 2.81], [2.23, 3.32, 1.17], [1.62, 4.49, 0.68], [2.49, 3.37, 2.26], [3.14, 3.27, 0.52], [1.55, 2.46, 0.82], [2.02, 5.24, 1.11]], "gap_ev": 8.2, "homo_ev": -8.66, "multiplicity": 1}



*x*
{"formula": "C14H50N6O11", "method": "ωB97M-V/def2-TZVPD", "elements": ["N", "C", "N", "O", "H", "H", "H", "H", "N", "C", "N", "O", "H", "H", "H", "H", "N", "C", "N", "O", "H", "H", "H", "H", "C", "C", "O", "H", "H", "H", "H", "H", "H", "C", "C", "O", "H", "H", "H", "H", "H", "H", "C", "C", "O", "H", "H", "H", "H", "H", "H", "C", "O", "H", "H", "H", "H", "C", "O", "H", "H", "H", "H", "C", "O", "H", "H", "H", "H", "C", "O", "H", "H", "H", "H", "C", "O", "H", "H", "H", "H"], "coordinates": [[-2.61, 2.82, -1.56], [-3.15, 1.87, -2.30], [-3.38, 2.21, -3.54], [-3.42, 0.60, -1.85], [-2.42, 2.45, -0.63], [-2.08, 3.63, -1.83], [-3.53, 1.48, -4.24], [-3.10, 3.16, -3.85], [-2.35, -2.84, 2.25], [-3.32, -2.71, 3.10], [-3.05, -3.38, 4.17], [-4.38, -1.94, 2.89], [-2.47, -2.23, 1.39], [-1.89, -3.73, 2.09], [-3.76, -3.34, 4.96], [-2.47, -4.24, 4.23], [1.93, -1.26, 1.87], [2.70, -2.29, 2.02], [3.69, -2.08, 2.76], [2.47, -3.53, 1.41], [1.17, -1.32, 1.12], [2.21, -0.30, 2.13], [4.24, -2.98, 2.96], [3.86, -1.13, 3.09], [0.30, -0.11, -1.69], [0.41, -1.54, -1.21], [-0.08, -1.57, 0.08], [0.98, 0.55, -1.17], [-0.64, 0.41, -1.50], [0.35, -0.04, -2.79], [1.41, -1.92, -1.16], [-0.09, -2.11, -1.93], [-1.01, -1.63, 0.07], [3.34, 0.43, -3.01], [3.86, 0.07, -1.64], [4.49, 1.25, -1.09], [2.64, 1.23, -2.87], [2.94, -0.39, -3.57], [4.12, 0.90, -3.58], [4.56, -0.76, -1.70], [3.08, -0.26, -0.99], [4.75, 1.06, -0.18], [-0.58, 1.84, 2.75], [-1.02, 1.09, 1.49], [-2.16, 1.61, 0.85], [0.16, 1.23, 3.25], [-1.32, 2.06, 3.52], [0.03, 2.72, 2.45], [-1.13, 0.09, 1.91], [-0.31, 1.11, 0.73], [-2.84, 1.64, 1.51], [-3.27, -2.35, -0.71], [-2.91, -1.32, 0.08], [-2.81, -2.17, -1.72], [-4.36, -2.31, -0.93], [-3.13, -3.38, -0.30], [-2.96, -0.55, -0.52], [0.30, 2.70, -4.59], [1.00, 3.19, -3.51], [-0.61, 3.21, -4.81], [0.06, 1.69, -4.57], [0.76, 2.88, -5.58], [0.33, 3.38, -2.81], [2.65, 2.38, 1.46], [2.91, 1.18, 2.14], [1.96, 2.13, 0.67], [3.51, 2.87, 1.02], [2.25, 3.13, 2.07], [3.61, 1.39, 2.78], [-0.05, -5.28, 2.26], [-0.20, -4.64, 0.99], [-0.73, -6.12, 2.29], [-0.34, -4.64, 3.10], [1.02, -5.58, 2.43], [0.54, -4.05, 0.95], [-0.05, 3.75, -0.44], [-0.45, 4.65, -1.42], [0.18, 2.78, -0.89], [-0.81, 3.64, 0.35], [0.90, 4.06, 0.00], [-0.47, 5.48, -0.93]], "gap_ev": 8.3, "homo_ev": -8.45, "multiplicity": 1}



So which one is most stable? That would be *x*, about 83.1 kcal/mol below the next structure.



*w*
{"formula": "C5H20N2O5", "method": "ωB97M-V/def2-TZVPD", "elements": ["N", "C", "N", "O", "H", "H", "H", "H", "C", "O", "H", "H", "H", "H", "C", "O", "H", "H", "H", "H", "C", "O", "H", "H", "H", "H", "C", "O", "H", "H", "H", "H"], "coordinates": [[0.19, -1.87, 1.76], [-0.48, -1.94, 0.69], [0.12, -2.45, -0.37], [-1.68, -1.39, 0.80], [1.25, -1.73, 1.68], [-0.38, -1.28, 2.39], [-0.49, -2.47, -1.21], [1.12, -2.70, -0.34], [-1.90, 1.36, -3.03], [-2.04, 0.76, -1.80], [-0.97, 1.17, -3.43], [-2.02, 2.49, -3.03], [-2.51, 0.90, -3.86], [-1.24, 0.93, -1.35], [-1.84, 0.70, 3.23], [-0.83, -0.22, 3.62], [-1.45, 1.71, 3.60], [-2.81, 0.49, 3.65], [-2.01, 0.75, 2.22], [-0.89, -0.15, 4.62], [2.98, 0.02, -1.97], [2.38, -1.24, -1.85], [2.30, 0.65, -2.50], [3.93, -0.06, -2.55], [3.24, 0.53, -1.03], [1.54, -1.10, -2.15], [0.79, 1.27, 0.66], [0.32, 0.83, -0.58], [1.72, 1.79, 0.63], [0.98, 0.42, 1.28], [-0.05, 1.87, 0.99], [0.75, -0.03, -0.75]], "gap_ev": 9.5, "homo_ev": -8.95, "multiplicity": 1}



*x*
{"formula": "C5H20N2O5", "method": "ωB97M-V/def2-TZVPD", "elements": ["C", "C", "C", "N", "C", "N", "H", "H", "H", "H", "H", "H", "H", "H", "H", "H", "C", "O", "H", "H", "O", "H", "H", "O", "H", "H", "O", "H", "H", "O", "H", "H"], "coordinates": [[2.24, 0.72, -1.29], [1.78, 0.08, 0.02], [0.99, -1.18, -0.25], [1.60, -2.21, -1.01], [-0.30, -1.30, 0.18], [-1.03, -2.51, 0.08], [2.75, 1.71, -1.14], [1.35, 0.80, -2.05], [3.00, 0.10, -1.81], [2.64, -0.17, 0.69], [1.14, 0.81, 0.60], [1.43, -3.13, -0.68], [2.59, -2.07, -1.22], [-0.78, -0.47, 0.72], [-0.80, -3.08, -0.74], [-2.00, -2.39, 0.09], [-0.70, 2.67, -1.09], [-1.41, 1.67, -1.04], [-0.07, 2.86, -1.93], [-0.71, 3.38, -0.21], [-0.39, 1.39, 2.46], [-0.61, 1.77, 3.24], [-1.25, 1.24, 2.05], [-2.72, 1.06, 1.20], [-2.33, 1.31, 0.34], [-2.92, 0.08, 1.15], [-0.66, -0.13, -2.89], [-1.00, 0.45, -2.22], [-0.22, -0.83, -2.41], [1.20, -0.73, 2.96], [0.66, 0.02, 2.77], [0.94, -1.43, 2.28]], "gap_ev": 7.1, "homo_ev": -7.55, "multiplicity": 1}



So which one is most stable? That would be *x*, about 42.6 kcal/mol below the next structure.



*w*
{"formula": "C4H10NO2", "method": "ωB97M-V/def2-TZVPD", "elements": ["C", "C", "C", "C", "N", "O", "O", "H", "H", "H", "H", "H", "H", "H", "H", "H", "H"], "coordinates": [[-1.64, 0.18, -3.48], [1.62, 0.80, -0.13], [-0.74, 1.07, -0.19], [0.07, -1.11, 0.46], [0.24, 0.23, -0.02], [-1.95, -0.29, -4.47], [-1.22, 0.55, -2.47], [-0.21, -1.61, 4.81], [1.50, 1.59, -0.96], [1.81, 1.40, 0.78], [2.30, 0.00, -0.32], [-1.70, 0.64, -0.10], [-0.53, 2.09, -0.44], [0.36, -1.19, 4.49], [-0.77, -1.63, 0.13], [0.98, -1.68, 0.36], [-0.13, -1.05, 1.55]], "gap_ev": 11.5, "homo_ev": -16.32, "charge": 1, "multiplicity": 1}



*x*
{"formula": "C4H10NO2", "method": "ωB97M-V/def2-TZVPD", "elements": ["C", "C", "N", "C", "C", "O", "O", "H", "H", "H", "H", "H", "H", "H", "H", "H", "H"], "coordinates": [[-1.99, -0.98, -1.04], [-0.57, -0.85, -0.47], [-0.33, -0.07, 0.84], [1.12, 0.15, 1.05], [1.85, 1.42, 0.34], [2.80, 1.87, 0.87], [1.13, 1.69, -0.79], [-2.10, -1.03, -2.13], [-2.51, -1.90, -0.69], [-2.55, -0.09, -0.77], [0.06, -0.41, -1.27], [-0.19, -1.85, -0.12], [-0.80, 0.85, 0.84], [-0.60, -0.74, 1.62], [1.27, 0.28, 2.13], [1.71, -0.72, 0.79], [1.69, 2.38, -1.20]], "gap_ev": 11.8, "homo_ev": -15.35, "charge": 1, "multiplicity": 1}



*y*
{"formula": "C4H10NO2", "method": "ωB97M-V/def2-TZVPD", "elements": ["N", "C", "C", "C", "C", "O", "O", "H", "H", "H", "H", "H", "H", "H", "H", "H", "H"], "coordinates": [[1.63, -0.69, -0.43], [0.97, -0.62, 0.78], [0.25, 0.78, 0.99], [-1.06, 1.06, 0.29], [-1.41, 0.05, -0.84], [-0.43, -0.21, -1.66], [-2.59, -0.48, -0.97], [2.01, -1.64, -0.67], [2.30, 0.15, -0.47], [0.90, -0.37, -1.25], [0.18, -1.50, 0.75], [1.67, -0.95, 1.59], [-0.12, 0.60, 2.06], [1.20, 1.48, 0.98], [-1.90, 1.00, 0.94], [-0.81, 2.05, -0.16], [-2.78, -0.71, -1.92]], "gap_ev": 11.9, "homo_ev": -15.20, "charge": 1, "multiplicity": 1}



*z*
{"formula": "C4H10NO2", "method": "ωB97M-V/def2-TZVPD", "elements": ["C", "C", "O", "N", "C", "C", "O", "H", "H", "H", "H", "H", "H", "H", "H", "H", "H"], "coordinates": [[-0.15, 1.48, 0.96], [-0.46, 0.04, 0.71], [-1.02, -0.65, 1.81], [0.76, -0.76, 0.41], [0.82, -0.98, -1.14], [-0.38, -0.15, -1.70], [-1.35, -0.13, -0.70], [-1.17, 1.92, 0.85], [0.42, 1.99, 0.11], [0.20, 1.57, 1.91], [-1.55, -0.12, 2.40], [0.69, -1.61, 0.90], [1.66, -0.28, 0.74], [0.66, -2.01, -1.55], [1.78, -0.48, -1.41], [-0.04, 0.89, -1.90], [-0.86, -0.73, -2.41]], "gap_ev": 11.3, "homo_ev": -14.86, "charge": 1, "multiplicity": 1}



So which one is most stable? That would be *x*, about 8.5 kcal/mol below the next structure.



*w*
{"formula": "H4NO2PS", "method": "ωB97M-V/def2-TZVPD", "elements": ["N", "O", "O", "P", "S", "H", "H", "H", "H"], "coordinates": [[0.12, 0.00, -0.08], [4.28, -0.83, -0.98], [2.17, -1.61, 0.07], [3.26, -0.33, -0.11], [1.16, -0.88, -0.97], [-0.53, -0.36, 0.55], [0.26, 0.95, -0.13], [-5.49, 1.49, 1.15], [-5.23, 1.59, 0.51]], "gap_ev": 9.8, "homo_ev": -9.68, "multiplicity": 1}



*x*
{"formula": "H4NO2PS", "method": "ωB97M-V/def2-TZVPD", "elements": ["N", "P", "O", "O", "S", "H", "H", "H", "H"], "coordinates": [[-0.80, -1.11, 0.44], [0.32, -0.04, 0.01], [-0.34, 1.21, 0.89], [-0.01, 0.35, -1.51], [2.23, -0.50, 0.28], [-1.12, -0.98, 1.40], [-1.06, -1.87, -0.21], [0.10, 2.00, 0.54], [0.68, 0.94, -1.85]], "gap_ev": 9.3, "homo_ev": -8.90, "multiplicity": 1}



So which one is most stable? That would be *x*, about 83.8 kcal/mol below the next structure.